No. 1
{"formula": "C30H62N6", "method": "the ωB97M-V functional and the def2-TZVPD basis", "total_charge": 4, "orbital_gap_ev": 9.5, "species": ["C", "C", "N", "C", "C", "N", "C", "C", "H", "H", "H", "H", "H", "H", "H", "H", "H", "H", "H", "C", "C", "N", "C", "C", "N", "C", "C", "H", "H", "H", "H", "H", "H", "H", "H", "H", "H", "H", "C", "C", "C", "C", "N", "C", "C", "C", "C", "C", "H", "H", "H", "H", "H", "H", "H", "H", "H", "H", "H", "H", "H", "H", "H", "H", "H", "H", "H", "H", "C", "C", "C", "C", "N", "C", "C", "C", "C", "C", "H", "H", "H", "H", "H", "H", "H", "H", "H", "H", "H", "H", "H", "H", "H", "H", "H", "H", "H", "H"], "xyz": [[-0.98834, 0.07396, 3.16845], [-0.09185, -1.11901, 3.59009], [-0.37499, -2.24248, 2.70620], [-0.25470, -3.55559, 2.98484], [-0.52225, -4.29096, 1.89233], [-0.72125, -3.42056, 0.84485], [-0.49944, -2.15315, 1.31543], [-0.94134, -3.77704, -0.49890], [-0.75112, 0.94818, 3.77473], [-2.06186, -0.11487, 3.16882], [-0.71405, 0.25413, 2.12902], [-0.23543, -1.30314, 4.65479], [0.98379, -0.98386, 3.47693], [-0.03734, -3.90461, 3.98349], [-0.63836, -5.35608, 1.75659], [-0.52628, -1.27203, 0.69149], [0.00496, -4.09380, -0.93739], [-1.21985, -2.85289, -1.00533], [-1.76091, -4.48772, -0.60530], [3.53864, -0.44973, 3.48237], [4.54521, -1.15129, 2.60250], [3.94304, -2.21821, 1.78506], [2.56380, -2.24353, 1.38248], [2.37345, -3.31380, 0.41872], [3.58712, -3.89577, 0.14718], [4.49710, -3.21556, 0.96199], [4.00228, -4.69635, -0.94912], [4.04099, 0.42080, 3.90417], [3.08912, -1.15762, 4.17873], [2.70255, 0.02680, 2.97052], [5.23133, -1.66673, 3.27455], [5.13556, -0.50470, 1.95326], [1.87356, -1.49445, 1.74144], [1.50151, -3.69976, -0.08837], [5.56410, -3.15070, 0.80797], [3.51894, -4.36998, -1.86997], [3.66707, -5.71558, -0.75699], [5.08316, -4.55586, -0.94089], [1.98725, -3.98150, -2.00358], [0.78338, -3.11932, -1.67768], [0.94454, -1.68013, -2.31029], [-0.36727, -0.88070, -2.03106], [-0.25790, 0.57464, -2.64827], [-1.64741, 1.25719, -2.46362], [-1.86526, 2.05164, -3.76707], [-0.65239, 1.86155, -4.68067], [0.02195, 0.56848, -4.18128], [0.86829, 1.42997, -1.91122], [1.97941, -4.90371, -1.42258], [2.92291, -3.50199, -1.71600], [1.96346, -4.32049, -3.03924], [0.87866, -3.10926, -0.59189], [-0.17000, -3.53971, -1.99772], [1.14116, -1.67631, -3.38240], [1.81970, -1.24381, -1.82883], [-0.63250, -0.67852, -0.99333], [-1.23497, -1.36908, -2.47453], [-1.83625, 1.74407, -1.50687], [-2.40639, 0.47522, -2.43930], [-1.97067, 3.09588, -3.47296], [-2.78431, 1.66382, -4.20646], [0.07019, 2.67476, -4.61230], [-0.92768, 1.95810, -5.73091], [1.10279, 0.48248, -4.29308], [-0.29634, -0.34632, -4.68122], [0.60055, 1.39724, -0.85511], [0.90707, 2.46202, -2.25977], [1.88965, 1.13269, -2.14900], [-3.63798, 4.03872, -3.11500], [-3.87259, 3.25091, -1.72082], [-2.48720, 3.14216, -1.01622], [-2.71175, 2.71872, 0.44933], [-1.54398, 2.85159, 1.43121], [-2.14728, 2.68606, 2.87869], [-1.25283, 3.56131, 3.75256], [-1.03546, 4.83003, 2.89719], [-1.11364, 4.30723, 1.37522], [-0.45154, 1.72882, 1.18483], [-4.38128, 4.79597, -3.36433], [-3.77487, 3.41550, -3.99872], [-2.70422, 4.60055, -3.13778], [-4.27826, 2.27900, -2.00173], [-4.43501, 3.88724, -1.03754], [-2.00298, 4.11869, -1.02119], [-1.73225, 2.48752, -1.45163], [-3.03697, 1.67850, 0.46569], [-3.50482, 3.34970, 0.85058], [-2.23896, 1.61480, 3.05783], [-3.11349, 3.17289, 3.01110], [-0.28129, 3.09934, 3.92812], [-1.70326, 3.90505, 4.68372], [-0.05851, 5.31296, 2.91824], [-1.76013, 5.63741, 3.00243], [-0.13827, 4.38317, 0.89459], [-1.86969, 4.89465, 0.85423], [-0.96186, 0.77168, 1.29243], [0.28941, 1.87774, 1.97027], [0.00137, 1.82671, 0.19823]]}


No. 2
{"formula": "C11H25N5O7Pt", "method": "the ωB97M-V functional and the def2-TZVPD basis", "s_squared": 2.095, "multiplicity": 3, "orbital_gap_ev": [6.0, 6.0], "species": ["O", "H", "Pt", "N", "N", "N", "N", "O", "O", "O", "O", "C", "C", "C", "C", "C", "H", "H", "H", "C", "H", "H", "H", "C", "C", "H", "H", "H", "H", "H", "H", "H", "H", "C", "H", "H", "H", "O", "H", "H", "C", "C", "N", "O", "H", "H", "H", "H", "H"], "xyz": [[0.65012, -0.22837, -4.66240], [-0.06891, 0.15436, -4.07963], [-0.46945, 0.24523, -0.53819], [0.13159, 1.69792, 0.69610], [1.36513, 0.86183, -1.34410], [-1.28582, -1.05602, 0.79413], [-0.08229, -1.68425, -1.26560], [-0.40960, 1.79006, 1.86521], [-1.64849, -0.57309, 2.00957], [0.91768, -2.06384, -2.03571], [2.11211, 0.13430, -2.06009], [1.73731, 2.09891, -0.94757], [1.03953, 2.56493, 0.20064], [-1.58632, -2.28199, 0.38803], [-0.89315, -2.64756, -0.80986], [1.29103, 3.78781, 0.97129], [1.66866, 3.52220, 1.96841], [0.34286, 4.32161, 1.09627], [2.02108, 4.42563, 0.45907], [2.93908, 2.69341, -1.57724], [2.83450, 2.73564, -2.66794], [3.88137, 2.18284, -1.33153], [3.04916, 3.71669, -1.22371], [-2.43542, -3.12577, 1.24620], [-0.83938, -4.02143, -1.35557], [-3.16298, -2.48111, 1.76779], [-1.78069, -3.61811, 1.98451], [-2.94756, -3.86869, 0.62264], [-0.35580, -4.06866, -2.33140], [-1.85453, -4.41085, -1.45173], [-0.32357, -4.71451, -0.68363], [-1.20603, 0.37055, 1.97997], [1.51442, -1.21015, -2.16899], [-2.12267, 1.11685, -0.72493], [-2.26007, 2.22686, -0.72030], [-2.92958, 0.60195, -0.16345], [-2.16592, 0.71463, -1.74700], [-4.59197, 3.01992, -1.10690], [-5.41099, 2.50599, -1.03311], [-4.37527, 3.32955, -0.20632], [1.27339, -0.56490, 2.99373], [1.85744, -0.92625, 1.70497], [3.00949, -1.58153, 1.67776], [1.34717, -0.66765, 0.55396], [1.84989, -0.92635, 3.84632], [0.26911, -0.95580, 3.08786], [1.17648, 0.51314, 3.06902], [3.39129, -1.81546, 0.77537], [3.53654, -1.84050, 2.47807]]}


No. 3
{"formula": "C8H18BF3NO7S3", "method": "the ωB97M-V functional and the def2-TZVPD basis", "total_charge": -1, "orbital_gap_ev": 8.2, "species": ["C", "C", "S", "C", "C", "O", "C", "B", "C", "O", "C", "F", "O", "C", "H", "H", "H", "H", "H", "H", "H", "H", "H", "H", "H", "H", "H", "H", "H", "H", "H", "H", "N", "S", "O", "O", "F", "S", "O", "O", "F"], "xyz": [[-3.68460, 0.27917, 3.23569], [-4.29559, 1.58041, 2.54123], [-3.05207, 2.30815, 1.37648], [-3.13374, 1.33742, -0.20863], [-2.42886, -0.09098, -0.07742], [-1.50773, -0.17223, -1.15477], [-0.42731, -1.06431, -0.88248], [-0.91008, -2.49074, -0.24096], [-0.65091, -2.87674, 1.29684], [-1.55138, -3.44013, -1.08820], [0.76055, -0.42407, -0.08503], [1.70382, 0.00011, -1.04502], [0.41201, 0.71845, 0.65092], [1.00579, 0.72724, 1.94620], [-4.35718, 0.03163, 4.10102], [-3.69044, -0.58336, 2.51948], [-2.64257, 0.50679, 3.57676], [-5.15393, 1.23209, 1.90951], [-4.60698, 2.29569, 3.33422], [-4.18209, 1.25440, -0.59180], [-2.52069, 1.93796, -0.93060], [-3.26495, -0.84058, -0.13077], [-1.93699, -0.06872, 0.93120], [0.00008, -1.34637, -1.88614], [-1.29825, -3.69514, 1.69138], [-0.66892, -1.95585, 1.94009], [0.40736, -3.26778, 1.35434], [-2.44539, -3.62163, -0.77906], [1.31343, -1.12329, 0.58322], [0.73641, 1.71554, 2.40411], [2.12613, 0.66927, 1.90953], [0.58639, -0.05020, 2.63917], [4.61145, 1.38279, -3.66262], [5.67704, 2.31751, -2.97206], [6.85088, 2.64404, -3.74281], [5.86210, 2.16245, -1.55119], [4.86878, 3.69656, -3.03322], [5.12643, -0.09330, -3.82993], [4.31876, -0.87809, -4.73221], [5.57121, -0.78536, -2.64676], [6.47200, 0.07122, -4.66970]]}


No. 4
{"formula": "C3H10N2", "method": "the ωB97M-V functional and the def2-TZVPD basis", "orbital_gap_ev": 9.5, "species": ["C", "C", "N", "C", "N", "H", "H", "H", "H", "H", "H", "H", "H", "H", "H"], "xyz": [[1.94719, 0.09630, 0.85730], [1.08858, 0.67382, -0.27915], [0.08358, -0.23127, -0.75964], [-0.99772, -0.72255, 0.02804], [-2.20595, 0.12106, 0.02930], [1.30756, -0.07577, 1.72378], [2.75078, 0.75600, 1.23423], [2.51068, -0.79953, 0.58069], [0.60166, 1.56751, 0.10033], [1.75298, 0.97729, -1.07962], [0.36394, -0.79808, -1.54035], [-0.71583, -0.83027, 1.07084], [-1.27399, -1.67535, -0.41359], [-2.25402, 0.69626, 0.85706], [-2.30298, 0.70676, -0.79587]]}


No. 5
{"formula": "C8H9NO2", "method": "the ωB97M-V functional and the def2-TZVPD basis", "orbital_gap_ev": [6.7, 8.2], "species": ["C", "C", "C", "C", "C", "C", "C", "C", "N", "O", "O", "H", "H", "H", "H", "H", "H", "H", "H", "H"], "xyz": [[0.40997, 1.18032, -2.34886], [0.12348, 0.34685, -1.20861], [0.96295, 2.42792, -1.99459], [1.12396, 1.97040, 0.23872], [0.55296, 0.71580, 0.02189], [-2.19364, -1.17041, 1.11365], [-1.03923, -1.21432, 1.82714], [0.17140, -1.58420, 1.29430], [1.23520, 2.76209, -0.76810], [0.13773, -2.34320, 0.16761], [1.19238, -1.60573, 2.21415], [0.02851, 0.85452, -3.29856], [-0.46398, -0.58102, -1.50540], [1.16446, 3.18084, -2.79816], [1.63750, 2.46228, 1.08929], [-3.04337, -0.79660, 1.48433], [-2.39869, -1.66928, 0.15817], [-0.92058, -0.86071, 2.79506], [-0.68333, -2.02539, -0.22043], [2.00233, -2.05015, 1.73840]]}


No. 6
{"formula": "C7H18FI2OP2Y", "method": "the ωB97M-V functional and the def2-TZVPD basis", "total_charge": 2, "orbital_gap_ev": [4.9, 4.3], "species": ["I", "I", "Y", "P", "C", "C", "H", "H", "H", "H", "H", "H", "C", "H", "H", "H", "P", "C", "C", "H", "H", "H", "C", "H", "H", "H", "H", "H", "H", "C", "O", "F"], "xyz": [[1.71637, -0.07940, 1.18996], [-0.83647, 2.30688, -0.91000], [-0.92739, -0.65022, -0.05355], [-0.95607, 1.03684, 2.44376], [-1.32978, -0.12908, 3.80632], [0.22236, 2.11879, 3.32760], [-0.31257, 2.54953, 4.18771], [-2.41121, 2.50130, 3.64508], [0.54889, 2.90155, 2.63444], [-2.32049, 2.93411, 1.88058], [-0.41414, -0.66687, 4.07488], [1.08194, 1.52049, 3.64631], [-2.41180, 2.12197, 2.61333], [-1.67105, 0.47826, 4.64802], [-3.31162, 1.52738, 2.41166], [-2.12108, -0.81500, 3.47766], [0.68188, -0.68251, -2.52178], [1.14703, -2.30993, -3.21406], [0.08141, 0.12650, -4.06202], [2.30120, 1.11441, -2.12542], [2.74910, 0.12577, -3.55179], [3.04948, -0.48084, -1.88797], [2.36567, 0.09415, -2.51988], [-0.06638, 1.19783, -3.88433], [0.81475, -0.02989, -4.86467], [1.50779, -2.17571, -4.24327], [0.26379, -2.96204, -3.21518], [-0.87568, -0.31939, -4.35576], [1.92236, -2.77217, -2.59241], [0.38465, -2.87760, -0.19175], [0.85303, -3.92688, -0.14810], [-2.50765, -1.56436, 0.81036]]}